DFT (ωB97M-V with the def2-TZVPD basis set) results for a cluster of 7 separate species, C45H35BF7INO15 in total at a distorted geometry.

Summary:
max |F|	1.8	eV/A
HOMO-LUMO gap	0.162	Eh
charge	-1
2S+1	1

CARTESIAN COORDINATES (ANGSTROEM)
C  3.71063  4.68812  2.39852
C  2.18218  4.69911  2.56559
C  1.51345  4.50185  1.23623
I  2.16026  2.56784  0.30043
N  0.09523  4.55337  1.27613
B  -0.50825  4.70907  2.59039
C  -1.25015  5.97615  3.13120
O  -0.34547  3.63794  3.47830
C  -0.52672  5.20300  0.13675
C  -0.29558  6.76148  0.08648
O  -0.86896  7.38195  -0.82740
O  0.48640  7.17605  0.94178
C  -1.97095  4.78254  -0.07840
F  -2.85075  5.41814  0.73536
F  -2.33421  5.13935  -1.33302
C  -2.28348  3.24067  0.00061
F  -2.84376  2.84002  -1.16286
F  -1.21021  2.47641  0.17926
C  -3.33852  2.85829  1.07061
F  -4.53722  3.28862  0.72895
F  -3.01939  3.27560  2.28764
F  -3.39929  1.51752  1.12130
H  4.02660  5.16861  1.48433
H  4.02218  3.65499  2.35689
H  4.19996  5.10760  3.26704
H  1.96073  3.89826  3.25596
H  1.92319  5.66919  2.97377
H  1.90111  5.23891  0.55135
H  -0.47794  6.57180  3.61111
H  -1.73981  6.59021  2.39177
H  -1.95789  5.70969  3.91096
H  -1.17436  3.18233  3.62543
H  -0.00713  4.85114  -0.75354
C  2.67924  7.29558  -4.28125
C  2.38652  8.06478  -5.32427
C  1.00289  8.14480  -5.85866
O  0.74699  8.84857  -6.81781
C  -0.03422  7.33710  -5.18530
C  0.25288  6.56516  -4.13844
C  1.63454  6.48250  -3.60237
O  1.92295  5.78629  -2.65374
H  3.68050  7.22230  -3.87519
H  3.13146  8.66504  -5.83201
H  -1.03511  7.41314  -5.58975
H  -0.48930  5.97550  -3.63195
C  8.49540  1.57352  0.17414
C  7.63911  2.58771  0.25887
C  7.12674  3.05599  1.57252
O  6.34703  3.97633  1.65077
C  7.60613  2.34523  2.78646
C  8.46212  1.33133  2.69985
C  8.97578  0.86619  1.38681
O  9.75912  -0.05682  1.31000
H  8.88104  1.21571  -0.77191
H  7.27392  3.11724  -0.61171
H  7.21826  2.70113  3.73247
H  8.82408  0.79955  3.57054
C  -3.48308  -1.69145  0.42990
C  -2.57124  -2.38156  -0.24944
C  -2.64812  -3.85980  -0.35179
O  -1.81567  -4.49075  -0.97455
C  -3.77363  -4.54097  0.32512
C  -4.68504  -3.85484  1.00593
C  -4.60905  -2.37778  1.11176
O  -5.44762  -1.75639  1.73164
H  -3.44947  -0.61547  0.51785
H  -1.74079  -1.90509  -0.75489
H  -3.81115  -5.61817  0.22871
H  -5.51251  -4.32677  1.51167
C  -9.70548  -3.03364  -0.58040
C  -8.45370  -3.37224  -0.28485
C  -7.77350  -4.48572  -0.99353
O  -6.63158  -4.79289  -0.71970
C  -8.53645  -5.20470  -2.04385
C  -9.78783  -4.86575  -2.33832
C  -10.47211  -3.75248  -1.62994
O  -11.61167  -3.44491  -1.90056
H  -10.22249  -2.22631  -0.07801
H  -7.87552  -2.85955  0.47586
H  -8.01755  -6.01085  -2.54675
H  -10.36492  -5.37555  -3.09908
C  1.31454  -8.98412  -2.34095
C  0.50017  -9.63542  -3.16526
C  -0.82306  -9.07420  -3.54338
O  -1.56389  -9.67318  -4.29346
C  -1.19805  -7.75974  -2.96820
C  -0.38583  -7.10391  -2.14296
C  0.93440  -7.66764  -1.76597
O  1.68134  -7.07876  -1.01356
H  2.28219  -9.37389  -2.05037
H  0.75476  -10.59508  -3.59681
H  -2.16514  -7.36861  -3.25779
H  -0.64781  -6.14385  -1.71640
C  2.84398  -6.00082  2.19386
C  3.69677  -6.80219  1.56170
C  4.96908  -7.22627  2.19657
O  5.74911  -7.95736  1.62401
C  5.25529  -6.72248  3.56487
C  4.40264  -5.92178  4.19681
C  3.12688  -5.49815  3.56147
O  2.35048  -4.77290  4.14310
H  1.91176  -5.68112  1.74554
H  3.50189  -7.17734  0.56548
H  6.18896  -7.04451  4.00851
H  4.58980  -5.54270  5.19344

Atom charges from the Mulliken analysis, given in e for atoms 1 to 2: -1.47, 0.04

***

DFT (ωB97M-V with the def2-TZVPD basis set) results for a structure of composition C45H35ClN8O7S2SeSiTa at a distorted geometry.

Summary:
relative energy (zero: lowest compared OMol25 entry of this formula, charge and spin)	98.07	kcal/mol
max |F|	7.2	eV/A
HOMO-LUMO gap	0.271	Eh
charge	-1
2S+1	1

CARTESIAN COORDINATES (ANGSTROEM)
Ta  0.93985  1.01960  -1.29264
C  2.99522  4.35084  2.00391
C  3.50184  3.41259  2.89816
C  2.77665  2.27020  3.12855
C  1.57007  2.06522  2.42698
N  1.09270  2.96185  1.55836
C  1.79310  4.07139  1.37902
N  0.87750  0.94965  2.75740
C  0.14366  0.20164  2.01870
N  -0.14219  0.21589  0.68297
C  -0.93475  -0.85049  0.42229
N  -1.69132  -1.11386  -0.59010
C  -2.04850  -0.28323  -1.58258
C  -3.40967  -0.36718  -1.94983
C  -3.91881  0.47613  -2.89670
C  -3.03914  1.34092  -3.54643
C  -1.71642  1.33147  -3.18376
N  -1.20892  0.56039  -2.20774
C  -1.07267  -1.69817  1.61157
C  -1.70925  -2.89957  1.83886
C  -1.70722  -3.38365  3.13937
C  -1.10625  -2.67383  4.17188
C  -0.47052  -1.46079  3.93755
C  -0.46608  -0.98634  2.64196
H  3.51908  5.27251  1.79894
H  4.43736  3.58345  3.41375
H  3.10826  1.50641  3.81397
H  1.36417  4.77055  0.67114
H  -4.02618  -1.06546  -1.41096
H  -4.97109  0.46441  -3.14062
H  -3.38124  2.00480  -4.32240
H  -1.00653  1.95316  -3.71146
H  -2.17082  -3.44252  1.03121
H  -2.17125  -4.33517  3.35656
H  -1.13241  -3.08041  5.17514
H  0.01681  -0.90750  4.72773
O  3.73126  0.49330  -1.37490
Cl  3.29956  1.13344  -0.20457
O  4.38995  1.68754  0.49511
O  2.59860  0.23806  0.62127
O  2.41668  2.20494  -0.58187
N  -4.64399  5.54761  4.98586
C  -4.27485  4.77653  3.89717
C  -3.74055  3.49775  4.07676
C  -3.44724  2.70206  2.98548
C  -3.70111  3.16574  1.70794
C  -4.23084  4.42649  1.51326
C  -4.50553  5.23598  2.59861
S  -3.41987  2.07108  0.31844
O  -3.73623  0.74546  0.77242
O  -4.19098  2.58187  -0.79479
N  -1.84366  2.10016  -0.02739
C  -1.30597  3.07754  -0.67369
S  -2.08130  4.62608  -0.97262
C  -0.63981  5.15738  -1.79776
C  0.28230  4.17974  -1.80419
N  -0.08073  3.00764  -1.18819
H  -4.19974  5.31662  5.86006
H  -4.71873  6.53527  4.80885
H  -3.55967  3.13330  5.07974
H  -3.02929  1.71358  3.09926
H  -4.42461  4.75216  0.50428
H  -4.90592  6.22833  2.44863
H  -0.58374  6.13827  -2.22105
H  1.24849  4.22646  -2.27996
Se  1.57362  1.44013  -3.53216
O  1.29083  -0.79026  -1.37099
Si  1.68864  -2.32544  -1.65422
C  0.50727  -2.83157  -3.06042
C  0.79118  -2.59066  -4.40205
C  -0.12510  -2.90506  -5.39092
C  -1.35486  -3.44326  -5.05449
C  -1.66687  -3.65979  -3.72368
C  -0.74114  -3.36272  -2.73970
C  3.55319  -2.61388  -1.95269
C  4.45666  -2.26203  -0.95176
C  5.80702  -2.53428  -1.07201
C  6.28503  -3.18794  -2.19506
C  5.40137  -3.55821  -3.19436
C  4.05171  -3.27769  -3.06932
C  1.41380  -3.40160  -0.10805
C  1.01510  -4.73017  -0.21493
C  0.86453  -5.52506  0.90643
C  1.14123  -5.01255  2.16290
C  1.57717  -3.70489  2.28670
C  1.70169  -2.90933  1.16149
H  1.72779  -2.13000  -4.67473
H  0.11649  -2.72794  -6.42884
H  -2.07494  -3.67709  -5.82643
H  -2.63406  -4.06089  -3.45301
H  -0.99275  -3.52909  -1.70247
H  4.09542  -1.78389  -0.05404
H  6.48831  -2.24025  -0.28509
H  7.33856  -3.41893  -2.28871
H  5.76937  -4.07309  -4.07306
H  3.37201  -3.59738  -3.84542
H  0.81879  -5.14563  -1.19318
H  0.54131  -6.55209  0.79983
H  1.02226  -5.62987  3.04256
H  1.81681  -3.29822  3.25982
H  2.02500  -1.88467  1.26919

Atom charges from the Mulliken analysis, given in e for atoms 1 to 2: -0.81, -0.80

***

DFT (ωB97M-V with the def2-TZVPD basis set) results for a structure of composition C45H36BCaN8O6.

Summary:
relative energy (zero: lowest compared OMol25 entry of this formula, charge and spin)	2.86	kcal/mol
max |F|	0.4	eV/A
HOMO-LUMO gap	0.290	Eh
charge	-1
2S+1	1

CARTESIAN COORDINATES (ANGSTROEM)
Ca  0.11923  -0.11437  0.05083
C  -1.66313  2.94852  4.48994
C  -1.03607  2.91797  3.13390
C  -0.95441  3.92249  2.19468
C  -0.28069  3.34693  1.10238
N  0.01072  2.07618  1.36354
N  -0.44369  1.82019  2.61242
B  -0.30448  0.44722  3.29580
N  -1.47647  -0.47572  2.84730
N  -1.80146  -0.66747  1.54130
C  -2.82514  -1.51306  1.51472
C  -3.19149  -1.85811  2.82965
C  -2.31551  -1.17830  3.64300
C  -2.29186  -1.16205  5.13753
C  -3.43079  -2.01558  0.26734
C  -4.50813  -2.90235  0.34068
C  -5.08206  -3.43421  -0.80203
C  -4.58659  -3.09198  -2.05361
C  -3.52059  -2.21055  -2.13934
C  -2.94998  -1.67440  -0.99305
N  1.11466  -0.14796  3.07431
N  1.77988  -0.09990  1.89357
C  2.95186  -0.68764  2.07086
C  3.06871  -1.12557  3.40349
C  1.88255  -0.76749  4.00520
C  1.48179  -0.98841  5.42685
C  3.93427  -0.80238  0.97626
C  5.28279  -0.98403  1.28679
C  6.24181  -1.07789  0.29001
C  5.87224  -0.97866  -1.04481
C  4.53578  -0.79619  -1.37002
C  3.57639  -0.72134  -0.36989
C  0.11171  3.96790  -0.17443
C  -0.71222  4.90940  -0.78961
C  -0.34481  5.48809  -1.99579
C  0.85084  5.13057  -2.60537
C  1.67836  4.19652  -1.99794
C  1.31434  3.62255  -0.78748
H  -2.11116  3.92674  4.66281
H  -0.93123  2.75967  5.27729
H  -2.44792  2.19292  4.57906
H  -1.30553  4.93745  2.29589
H  -0.42827  0.59890  4.47713
H  -3.98766  -2.50478  3.15826
H  -3.19788  -1.63589  5.51309
H  -2.24532  -0.14595  5.52992
H  -1.44081  -1.70974  5.54000
H  -4.90002  -3.18762  1.30876
H  -5.91368  -4.12351  -0.71469
H  -5.02559  -3.51059  -2.95140
H  -3.11359  -1.93220  -3.10477
H  -2.12690  -0.99006  -1.12971
H  3.89296  -1.64261  3.86839
H  2.31706  -1.43046  5.96918
H  0.63464  -1.66885  5.50512
H  1.20487  -0.05505  5.91849
H  5.58371  -1.03646  2.32664
H  7.28210  -1.21726  0.55880
H  6.62025  -1.04003  -1.82578
H  4.21334  -0.69747  -2.39940
H  2.55487  -0.60360  -0.70433
H  -1.65973  5.16543  -0.32823
H  -1.00294  6.20463  -2.47274
H  1.12726  5.56553  -3.55895
H  2.60557  3.89624  -2.47119
H  1.95787  2.89221  -0.31266
O  -0.06120  -2.03664  -2.13011
C  0.09778  -3.24485  -2.11179
C  0.32585  -4.08144  -0.94990
C  0.36850  -5.45650  -1.14671
C  0.56558  -6.30687  -0.08222
C  0.73625  -5.79776  1.22142
C  0.70591  -4.45519  1.43908
C  0.49323  -3.51695  0.36895
O  0.46870  -2.27960  0.59696
N  0.59889  -7.73224  -0.30200
O  0.44482  -8.15920  -1.43937
O  0.76426  -8.46634  0.66368
H  -0.00055  -3.81213  -3.05948
H  0.24158  -5.86222  -2.14335
H  0.89213  -6.49202  2.03427
H  0.83997  -4.04081  2.43118
O  2.39390  0.68611  -3.62815
C  1.27167  1.04545  -3.32509
N  0.62779  0.82318  -2.13569
C  -0.60715  1.36998  -2.19232
O  -1.43366  1.28678  -1.26903
C  -0.81095  2.06545  -3.50579
C  -1.85390  2.80758  -4.01680
C  -1.68311  3.35243  -5.28829
C  -0.50824  3.14655  -6.00687
C  0.53614  2.38865  -5.47760
C  0.35592  1.85948  -4.21826
H  -2.76024  2.96840  -3.44487
H  -2.47317  3.94932  -5.72870
H  -0.41031  3.58684  -6.99237
H  1.45830  2.22055  -6.02069

Atom charges from the Mulliken analysis, given in e for atoms 1 to 2: 2.28, -1.36

***

no.,HOMO level (eV)
1,-5.068
2,-5.186
3,-5.573